No. 1
Below is C37H60BN6O3SiTi as an isolated structure, with properties calculated with ωB97M-V with the def2-TZVPD basis set.

Each line ends with the Mulliken charge.
Cartesian coordinates (Å):
Ti -0.56 -0.65 -0.57  -0.800
C 3.26 -3.50 -2.34  -1.878
C 2.21 -2.39 -2.27  1.936
C 2.03 -1.73 -3.63  -0.815
C 2.56 -1.38 -1.22  -0.675
C 3.81 -1.04 -0.71  -1.169
C 3.59 -0.05 0.24  0.108
C 4.64 0.58 1.11  0.231
C 4.80 2.09 0.90  -1.414
C 4.43 0.20 2.58  -1.262
N 2.27 0.20 0.27  0.667
N 1.63 -0.62 -0.62  0.453
B 1.40 1.19 1.08  1.360
N 0.46 0.37 2.00  0.680
N -0.14 -0.76 1.48  1.025
C -0.53 -1.52 2.52  -0.216
C -0.25 -0.85 3.70  -1.169
C 0.34 0.36 3.34  -0.611
C 0.61 1.44 4.36  0.737
C 1.44 2.67 3.99  -1.604
C -0.77 1.92 4.87  -1.563
C -1.06 -2.91 2.38  2.191
C 0.10 -3.91 2.48  -1.649
C -2.13 -3.21 3.43  -1.771
N 0.59 2.04 0.07  0.751
N -0.27 1.43 -0.81  1.041
C -0.65 2.36 -1.70  -0.923
C -0.05 3.57 -1.39  -1.083
C 0.72 3.33 -0.25  0.413
C 1.50 4.34 0.52  1.423
C 2.45 5.12 -0.39  -1.671
C 0.54 5.28 1.26  -1.667
C -1.49 2.03 -2.90  2.333
C -2.37 3.21 -3.31  -1.973
C -0.58 1.61 -4.06  -1.499
H 2.96 -4.26 -3.06  0.471
H 4.22 -3.10 -2.66  0.355
H 3.40 -3.98 -1.37  0.393
H 1.26 -2.85 -1.97  -0.526
H 2.96 -1.28 -3.97  0.409
H 1.72 -2.47 -4.38  0.397
H 1.27 -0.95 -3.59  -0.276
H 4.76 -1.47 -0.97  0.506
H 5.57 0.11 0.79  0.504
H 3.96 2.65 1.31  0.093
H 5.70 2.43 1.41  0.510
H 4.90 2.33 -0.16  0.361
H 3.46 0.53 2.94  0.088
H 4.49 -0.88 2.72  0.358
H 5.20 0.67 3.20  0.420
H 2.09 1.89 1.72  -1.237
H -0.45 -1.18 4.70  0.608
H 1.11 0.94 5.19  0.534
H 0.97 3.24 3.19  0.154
H 1.50 3.31 4.87  0.536
H 2.46 2.42 3.70  0.157
H -1.32 2.41 4.06  0.266
H -1.37 1.10 5.25  0.366
H -0.63 2.65 5.67  0.482
H -1.49 -3.01 1.39  -1.288
H 0.60 -3.83 3.45  0.371
H -0.26 -4.93 2.37  0.451
H 0.84 -3.72 1.70  0.318
H -1.70 -3.19 4.44  0.471
H -2.94 -2.48 3.40  0.367
H -2.55 -4.20 3.27  0.401
H -0.16 4.50 -1.91  0.560
H 2.10 3.82 1.27  -0.636
H 1.89 5.69 -1.14  0.336
H 3.04 5.83 0.19  0.459
H 3.13 4.45 -0.92  0.349
H -0.06 5.85 0.54  0.379
H -0.14 4.73 1.91  0.294
H 1.10 5.99 1.87  0.431
H -2.12 1.18 -2.64  -1.282
H -1.76 4.02 -3.71  0.404
H -3.06 2.90 -4.10  0.445
H -2.95 3.60 -2.48  0.404
H 0.04 2.45 -4.37  0.454
H 0.08 0.79 -3.77  0.072
H -1.18 1.29 -4.91  0.426
C -4.08 0.79 -1.09  -1.319
Si -3.01 -0.08 0.21  1.220
C -2.86 0.99 1.75  -1.198
C -4.00 -1.66 0.53  -1.289
H -5.11 0.72 -0.73  0.562
H -4.05 0.30 -2.06  0.303
H -3.86 1.84 -1.21  0.206
H -3.85 1.29 2.11  0.728
H -2.30 1.91 1.54  0.208
H -2.35 0.46 2.56  0.147
H -4.87 -1.38 1.13  0.453
H -3.50 -2.47 1.05  0.264
H -4.38 -2.05 -0.41  0.367
O -2.70 -1.94 -4.48  -0.709
C -2.78 -3.13 -3.86  0.446
C -3.50 -4.14 -4.50  -0.813
C -3.62 -5.38 -3.92  -0.401
C -3.02 -5.67 -2.68  -0.958
C -2.31 -4.69 -2.04  -0.646
C -2.17 -3.41 -2.61  -0.167
C -1.43 -2.41 -1.89  1.599
O -0.91 -2.61 -0.74  -0.548
O -1.25 -1.21 -2.36  0.251
H -2.15 -1.34 -3.95  0.352
H -3.96 -3.91 -5.45  0.522
H -4.18 -6.15 -4.43  0.404
H -3.13 -6.65 -2.24  0.459
H -1.84 -4.87 -1.09  0.499

As for the charge: +1. For the frontier orbital gap (spin up / spin down), the calculation gives 7.380 / 7.380 eV. The value obtained for the total energy is -86097.64005 eV. The energy above the lowest of the compared OMol25 structures with the same formula, charge and spin is 0.0 kcal/mol.



No. 2
Below is C37H60CeN9O5P as an isolated structure, with properties calculated with ωB97M-V with the def2-TZVPD basis set.

Each line ends with the Mulliken charge.
Cartesian coordinates (Å):
Ce 0.28 0.26 0.02  -1.100
C 3.11 1.18 -2.29  -0.805
C 3.53 0.93 -0.86  0.006
O 2.78 -0.16 -0.27  0.067
C 3.57 -1.38 -0.13  -0.026
C 4.05 -1.94 -1.44  -1.273
H 3.58 2.09 -2.67  0.528
H 2.03 1.34 -2.36  -0.269
H 3.37 0.36 -2.95  0.443
H 3.33 1.81 -0.25  -0.375
H 4.59 0.70 -0.79  0.610
H 2.93 -2.08 0.42  -0.013
H 4.41 -1.14 0.52  0.531
H 3.23 -2.11 -2.14  0.250
H 4.54 -2.90 -1.26  0.458
H 4.79 -1.30 -1.93  0.459
C -1.96 -0.46 4.27  -0.958
C -3.05 -0.94 3.33  -1.348
C -2.57 -1.95 2.26  2.880
C -3.75 -2.41 1.37  -1.289
C -3.33 -3.35 0.26  -1.095
C -1.99 -3.17 2.97  -0.503
O -2.65 -3.87 3.68  -0.546
N -0.64 -3.47 2.74  0.137
C 0.23 -2.78 1.95  -0.227
O 1.35 -3.14 1.70  -0.674
N -0.27 -1.60 1.35  0.951
C -1.54 -1.27 1.43  -0.038
O -1.85 -0.22 0.73  -0.978
H -2.35 0.23 5.00  0.475
H -1.15 0.06 3.74  0.044
H -1.51 -1.29 4.83  0.350
H -3.51 -0.10 2.80  0.501
H -3.85 -1.44 3.89  0.484
H -4.23 -1.52 0.97  0.422
H -4.46 -2.90 2.04  0.556
H -2.59 -2.89 -0.41  0.101
H -4.18 -3.63 -0.36  0.529
H -2.90 -4.28 0.65  0.299
H -0.29 -4.31 3.18  0.317
O 1.47 0.70 2.28  -0.586
H 1.53 1.63 1.99  0.331
H 2.38 0.41 2.43  0.272
N 2.64 -9.90 -2.73  -0.430
C 2.32 -8.80 -2.71  -0.120
C 1.91 -7.42 -2.68  0.499
C 0.93 -6.97 -3.57  -0.932
C 0.53 -5.65 -3.54  -0.804
C 1.12 -4.78 -2.63  0.977
C 2.09 -5.22 -1.74  0.179
C 2.48 -6.54 -1.77  -1.104
N 0.73 -3.40 -2.62  0.469
C 0.29 -2.66 -3.69  -0.618
C 0.04 -1.42 -3.22  -1.047
N 0.31 -1.38 -1.87  1.225
C 0.73 -2.60 -1.55  -0.992
H 0.48 -7.66 -4.27  0.485
H -0.25 -5.30 -4.21  0.490
H 2.56 -4.53 -1.05  0.374
H 3.24 -6.90 -1.09  0.472
H 0.23 -3.07 -4.68  0.526
H -0.31 -0.55 -3.76  0.327
H 1.03 -2.93 -0.57  0.481
N 0.85 2.27 0.14  0.961
P 0.08 3.71 -0.11  -1.382
N 1.06 4.99 0.10  0.480
C 2.47 4.90 -0.31  -0.832
C 3.36 4.52 0.86  -0.080
C 3.17 5.48 2.03  -1.331
C 1.69 5.59 2.41  -0.159
C 0.87 5.97 1.19  -0.966
N -1.22 3.76 0.88  0.953
C -1.59 2.80 1.92  0.121
C -1.87 3.50 3.25  -0.877
C -2.42 4.92 3.01  -0.561
C -3.23 4.96 1.72  -0.828
C -2.36 4.65 0.50  -0.662
N -0.41 3.76 -1.68  0.775
C -0.45 4.98 -2.52  -0.751
C 0.06 4.68 -3.92  -0.752
C -0.74 3.54 -4.55  -1.111
C -0.71 2.31 -3.64  -0.575
C -1.18 2.67 -2.24  0.538
H 2.76 5.88 -0.70  0.599
H 2.55 4.19 -1.14  0.203
H 4.40 4.51 0.54  0.543
H 3.12 3.50 1.18  -0.132
H 3.53 6.47 1.75  0.394
H 3.76 5.17 2.89  0.444
H 1.55 6.33 3.20  0.492
H 1.32 4.63 2.81  0.064
H 1.20 6.94 0.80  0.463
H -0.19 6.06 1.42  0.394
H -0.79 2.07 2.04  -0.520
H -2.47 2.26 1.57  0.407
H -0.97 3.55 3.86  0.313
H -2.60 2.91 3.81  0.458
H -1.59 5.62 2.95  0.147
H -3.03 5.24 3.86  0.482
H -3.69 5.94 1.59  0.485
H -4.05 4.24 1.78  0.378
H -1.96 5.57 0.08  0.554
H -2.95 4.16 -0.28  0.084
H 0.13 5.76 -2.03  0.517
H -1.50 5.32 -2.57  0.315
H 1.12 4.41 -3.86  0.273
H -0.01 5.58 -4.53  0.409
H -0.35 3.29 -5.53  0.422
H -1.77 3.86 -4.69  0.369
H 0.31 1.92 -3.59  0.013
H -1.36 1.52 -4.05  0.482
H -1.13 1.78 -1.59  -0.776
H -2.25 2.93 -2.25  0.410

As for the charge: +2. For the frontier orbital gap (spin up / spin down), the calculation gives 7.192 / 7.191 eV. The value obtained for the total energy is -85201.49839 eV. The energy above the lowest of the compared OMol25 structures with the same formula, charge and spin is 0.0 kcal/mol.



No. 3
Below is a 11-piece molecular cluster, C37H60N11O9 overall, with properties calculated with ωB97M-V with the def2-TZVPD basis set.

Each line ends with the Mulliken charge.
Cartesian coordinates (Å):
C 0.94 3.00 0.53  -1.357
C 1.12 1.42 0.55  1.453
C -0.11 0.79 1.39  -1.674
C -0.36 -0.55 1.12  1.273
C -0.74 -0.75 -0.34  -1.365
C 0.34 -0.32 -1.25  2.135
N 0.99 0.95 -0.81  1.419
O 1.67 1.55 -1.70  -0.392
C -0.33 -0.06 -2.71  -1.913
C 1.54 -1.36 -1.30  -3.292
C 2.50 1.08 1.17  -1.171
H -0.17 3.05 0.05  0.090
H 1.39 3.61 -0.34  0.243
H 0.77 3.52 1.55  0.435
H -1.17 1.34 1.26  -0.010
H 0.17 0.97 2.37  0.564
H -1.08 -0.74 1.98  0.251
H 0.55 -1.39 1.39  -0.897
H -1.70 -0.32 -0.62  0.194
H -1.01 -1.88 -0.51  0.480
H -0.82 -1.13 -2.99  0.327
H 0.26 0.37 -3.48  0.462
H -1.16 0.59 -2.65  0.655
H 1.29 -2.39 -1.81  -0.555
H 1.89 -1.50 -0.47  1.590
H 2.17 -0.90 -1.88  1.267
H 3.26 0.92 0.45  0.249
H 2.36 0.11 1.76  0.114
H 2.92 1.98 1.74  0.388
N 5.37 -0.78 -1.24  -0.049
C 5.28 -1.38 -2.53  -0.899
C 4.73 -2.73 -2.33  -0.285
C 4.45 -2.78 -0.85  -0.449
C 4.84 -1.43 -0.25  -0.558
H 5.81 0.34 -1.22  0.299
H 5.48 -1.18 -3.51  0.464
H 4.48 -3.56 -3.04  0.438
H 4.14 -3.68 -0.37  0.501
H 4.93 -1.17 0.81  0.560
N 0.93 -6.47 -4.99  -0.018
C 0.67 -6.39 -3.66  -0.914
C 0.90 -4.84 -3.34  -0.298
C 1.24 -4.11 -4.72  -0.519
C 1.29 -5.36 -5.68  -0.615
H 0.90 -7.39 -5.49  0.259
H 0.40 -7.08 -3.08  0.603
H 0.91 -4.38 -2.40  0.565
H 1.64 -3.13 -4.70  0.460
H 1.54 -5.40 -6.68  0.472
N -3.79 3.25 -6.45  -0.106
C -2.87 2.67 -5.64  -0.388
C -3.47 1.40 -5.06  -0.381
C -4.80 1.24 -5.80  -0.773
C -4.77 2.30 -6.82  -0.323
H -3.50 4.17 -6.99  0.298
H -1.97 3.27 -5.39  0.279
H -3.25 0.86 -4.25  0.726
H -5.52 0.38 -5.77  0.314
H -5.33 2.56 -7.73  0.371
N -4.55 -4.95 3.09  -0.044
C -3.48 -5.64 3.73  -0.784
C -2.31 -4.67 3.50  0.084
C -2.86 -3.59 2.62  0.136
C -4.28 -3.89 2.32  -0.414
H -5.50 -5.46 3.05  0.285
H -3.40 -6.67 4.18  0.334
H -1.15 -4.70 3.75  0.168
H -2.20 -2.91 1.93  0.029
H -5.21 -3.74 1.51  0.240
N 1.26 -1.26 6.46  -0.078
C 1.03 -2.50 7.05  -0.546
C 0.25 -3.27 5.90  -0.966
C -0.18 -2.27 4.82  0.562
C 0.50 -0.96 5.29  -0.691
H 1.91 -0.40 7.01  0.341
H 1.48 -2.83 8.03  0.339
H -0.27 -4.13 6.06  0.588
H -0.76 -2.49 3.96  0.070
H 0.60 -0.04 4.70  0.384
N -0.65 6.37 -0.62  -0.017
C 0.13 5.92 -1.72  -0.813
C -0.68 4.87 -2.35  -0.358
C -1.97 4.79 -1.65  -0.681
C -1.91 5.78 -0.46  -0.926
H -0.41 7.23 -0.02  0.281
H 1.18 6.10 -2.06  0.392
H -0.64 4.29 -3.20  0.605
H -2.67 4.09 -1.79  0.813
H -2.30 5.87 0.44  0.705
C 2.46 -4.13 3.71  -1.199
N 2.03 -3.47 2.44  1.027
O 0.95 -3.75 2.03  -0.530
O 2.72 -2.68 1.94  -0.488
H 1.84 -4.90 3.90  0.460
H 2.34 -3.52 4.53  0.407
H 3.42 -4.66 3.44  0.310
C -5.26 2.27 0.65  -0.726
N -4.97 1.28 -0.43  0.884
O -3.82 1.21 -0.91  -0.486
O -5.82 0.51 -0.73  -0.517
H -5.19 1.68 1.52  0.315
H -6.39 2.58 0.51  0.312
H -4.34 3.00 0.74  0.212
C 6.02 5.00 -0.92  -0.786
N 5.22 3.81 -0.45  0.879
O 4.01 3.95 -0.39  -0.493
O 5.85 2.94 0.05  -0.556
H 5.34 5.40 -1.68  0.303
H 6.86 4.55 -1.32  0.332
H 6.36 5.69 -0.25  0.306
C -3.08 4.67 4.95  -0.653
N -2.20 4.74 3.71  0.778
O -2.72 5.08 2.70  -0.437
O -1.06 4.28 3.80  -0.512
H -3.23 5.90 5.06  0.269
H -2.62 4.48 5.98  0.283
H -3.84 3.96 4.60  0.269

As for the charge: +1. For the frontier orbital gap, the calculation gives 4.149 eV. The value obtained for the total energy is -74119.46977 eV. The energy above the lowest of the compared OMol25 structures with the same formula, charge and spin is 82.3 kcal/mol.



No. 4
Below is a 10-piece molecular cluster, C37H60O30 overall, with properties calculated with ωB97M-V with the def2-TZVPD basis set.

Each line ends with the Mulliken charge.
Cartesian coordinates (Å):
C -5.37 2.22 2.42  -1.210
C -5.02 3.20 1.27  0.497
C -4.75 2.57 -0.11  1.285
O -5.31 3.59 -0.98  -0.373
C -6.21 4.30 -0.24  0.542
O -7.06 5.02 -0.75  -0.642
O -6.17 4.00 1.00  -0.416
H -4.59 1.48 2.63  -0.055
H -6.20 1.59 2.13  0.403
H -5.53 2.66 3.42  0.414
H -4.16 3.77 1.55  0.215
H -5.31 1.67 -0.29  0.311
H -3.67 2.42 -0.21  -1.105
C -3.20 -2.87 2.10  -0.959
C -3.89 -1.58 2.13  2.378
C -5.38 -1.71 1.72  -0.176
O -6.07 -1.36 2.88  -0.393
C -5.18 -1.04 3.88  0.458
O -5.49 -0.46 4.95  -0.605
O -3.90 -1.29 3.51  -0.371
H -3.53 -3.52 2.91  0.524
H -2.09 -2.74 2.40  -0.306
H -3.30 -3.50 1.19  -0.006
H -3.37 -0.84 1.53  -1.002
H -5.64 -2.71 1.48  0.277
H -5.73 -1.07 0.92  0.251
C 2.25 -4.25 -2.71  -1.062
C 2.85 -3.33 -3.82  0.074
C 1.99 -2.05 -4.01  0.170
O 2.86 -1.03 -3.64  -0.142
C 4.03 -1.54 -3.25  0.605
O 4.97 -0.86 -2.93  -0.567
O 4.04 -2.87 -3.22  -0.325
H 2.37 -3.78 -1.71  0.106
H 2.80 -5.21 -2.85  0.440
H 1.22 -4.55 -2.87  0.228
H 3.08 -3.74 -4.75  0.489
H 1.17 -2.12 -3.32  -0.574
H 1.76 -1.90 -5.02  0.608
C 0.86 1.74 -4.21  -1.748
C 1.65 1.66 -2.86  1.193
C 2.95 2.49 -3.05  -0.564
O 2.99 3.17 -1.84  -0.405
C 1.84 3.17 -1.19  0.217
O 1.62 3.77 -0.14  -0.621
O 1.00 2.36 -1.83  0.376
H 1.45 1.24 -4.93  0.611
H 0.53 2.72 -4.57  0.381
H -0.02 1.11 -4.10  0.184
H 1.84 0.65 -2.54  -0.354
H 2.84 3.22 -3.86  0.323
H 3.67 1.76 -3.41  0.375
C 4.56 2.38 1.34  -1.512
C 3.32 1.76 2.02  0.499
C 2.56 0.74 1.21  1.256
O 2.75 -0.47 1.96  -0.318
C 3.48 -0.22 2.98  0.753
O 3.87 -1.04 3.73  -0.603
O 3.74 1.09 3.09  -0.471
H 4.94 3.16 2.03  0.365
H 4.42 2.89 0.40  0.262
H 5.34 1.63 1.21  0.329
H 2.65 2.51 2.28  0.545
H 2.84 0.70 0.15  -0.137
H 1.53 1.06 1.18  -1.399
C 0.92 1.01 4.96  -1.676
C 0.21 0.40 3.76  1.830
C -1.17 -0.11 4.18  -0.106
O -2.06 0.85 3.59  -0.224
C -1.35 1.66 2.78  0.015
O -1.87 2.47 2.03  -0.502
O -0.07 1.42 2.87  -0.084
H 0.27 1.77 5.49  0.440
H 1.79 1.60 4.61  0.269
H 1.20 0.34 5.75  0.393
H 0.82 -0.36 3.25  -0.815
H -1.20 -0.20 5.25  0.511
H -1.32 -1.17 3.81  -0.210
C -1.37 -3.66 -2.36  -0.958
C -2.78 -3.17 -2.76  0.298
C -3.82 -3.84 -1.79  -0.643
O -4.29 -2.73 -1.02  -0.401
C -3.74 -1.58 -1.35  0.376
O -3.98 -0.52 -0.78  -0.121
O -2.92 -1.79 -2.40  -0.231
H -1.24 -4.75 -2.68  0.409
H -1.12 -3.52 -1.33  0.209
H -0.59 -3.18 -2.98  0.049
H -3.06 -3.32 -3.81  0.444
H -3.34 -4.45 -1.01  0.289
H -4.68 -4.35 -2.28  0.301
C 4.90 -2.03 0.17  -0.866
O 5.82 -0.96 0.20  0.024
C 7.12 -1.27 0.23  0.522
O 7.61 -2.56 0.12  -0.670
O 7.96 -0.26 0.47  -0.229
C 9.25 -0.58 1.04  -0.699
H 4.01 -1.55 -0.16  -0.295
H 4.79 -2.52 1.15  0.577
H 5.13 -2.73 -0.56  0.818
H 10.00 -0.21 0.37  0.275
H 9.43 -1.59 1.44  0.340
H 9.35 0.09 1.92  0.267
C -0.81 0.27 -0.66  0.204
O -0.73 -0.71 0.35  1.412
C 0.35 -1.60 0.35  -0.827
O 1.25 -1.57 -0.73  0.294
O 0.48 -2.43 1.45  -0.099
C 1.58 -3.31 1.41  -0.369
H -0.63 0.03 -1.72  0.011
H -0.19 1.15 -0.35  -0.067
H -1.81 0.64 -0.60  -0.734
H 2.51 -2.70 1.57  -0.135
H 1.74 -3.77 0.44  0.181
H 1.62 -4.05 2.24  0.298
C -2.71 1.94 -3.27  -0.745
O -1.85 2.46 -2.27  0.653
C -2.13 3.64 -1.78  0.089
O -2.81 4.56 -2.62  -0.733
O -1.77 3.92 -0.61  0.464
C -2.03 5.20 0.00  -0.962
H -2.51 0.91 -3.38  0.190
H -2.56 2.28 -4.30  0.353
H -3.78 2.01 -2.94  0.116
H -1.67 6.08 -0.50  0.402
H -1.52 5.16 0.98  0.271
H -3.04 5.38 0.31  0.283

For the frontier orbital gap, the calculation gives 9.087 eV. The value obtained for the total energy is -100762.49019 eV. The energy above the lowest of the compared OMol25 structures with the same formula, charge and spin is 42.5 kcal/mol. As for the SMILES: C[C@H]1COC(=O)O1.C[C@H]1COC(=O)O1.C[C@H]1COC(=O)O1.C[C@H]1COC(=O)O1.C[C@H]1COC(=O)O1.C[C@H]1COC(=O)O1.C[C@H]1COC(=O)O1.COC(=O)OC.COC(=O)OC.COC(=O)OC.